A 10-piece molecular cluster, C38H76O18 overall at a distorted geometry, computed with wB97M-V/def2-TZVPD.

Structure (XYZ):
```
132
Properties=species:S:1:pos:R:3:forces:R:3
C -5.3172 0.4772 25.1231 0.1 -0.2 0.7
C -4.5162 1.2590 24.1187 -0.7 0.6 -0.9
O -4.0804 0.7343 23.1161 0.3 -0.4 0.2
C -4.4573 2.7606 24.2767 -0.6 0.2 1.0
H -5.8037 -0.3704 24.6459 0.1 -0.1 -0.1
H -6.0631 1.0927 25.6227 0.0 0.1 -0.2
H -4.6677 0.0909 25.9171 0.1 -0.1 -0.1
H -4.5880 3.2726 23.3293 0.5 -0.2 -0.2
H -3.5557 3.0877 24.7984 0.2 -0.1 -0.3
H -5.2833 3.0889 24.9172 0.1 -0.1 -0.1
C -13.2398 4.5172 15.3476 -0.5 0.5 0.1
C -12.6193 4.6720 16.7188 0.0 -0.7 0.1
O -13.2882 4.9668 17.6784 0.0 0.2 0.1
C -11.1410 4.3687 16.8474 -0.2 0.4 -0.1
H -14.3106 4.3571 15.4746 0.1 -0.1 0.0
H -12.8072 3.7163 14.7553 0.1 0.0 0.0
H -13.1574 5.4658 14.8074 0.2 -0.1 -0.1
H -10.9036 3.9886 17.8367 -0.2 -0.1 0.0
H -10.6155 5.3252 16.7455 0.1 -0.1 -0.2
H -10.8347 3.6771 16.0660 0.2 0.0 0.0
O -0.8838 -2.8009 24.8146 0.1 0.2 -0.2
C -1.8692 -2.5953 25.4718 -0.1 -0.3 0.3
O -3.1220 -2.6449 24.9874 0.1 0.3 0.1
C -3.2385 -2.6717 23.5635 -0.1 -0.2 -0.9
C -4.6443 -3.0769 23.1677 -0.2 0.2 -0.1
C -1.8767 -2.2936 26.9446 -0.1 -0.1 0.0
H -2.5095 -3.3494 23.1164 0.1 -0.2 0.4
H -3.0235 -1.6835 23.1550 0.0 0.1 0.2
H -5.2978 -2.2040 23.1519 -0.1 -0.1 0.3
H -5.0546 -3.8384 23.8306 0.0 0.0 0.0
H -4.6581 -3.4687 22.1497 0.1 0.0 0.0
H -2.2615 -1.2831 27.0838 0.0 0.0 0.1
H -0.8780 -2.3939 27.3551 0.1 0.1 -0.1
H -2.5369 -2.9860 27.4662 -0.1 0.1 -0.1
O -6.8068 5.1825 16.7638 -0.2 -0.1 0.2
C -7.0506 6.2782 16.3328 0.5 0.1 -0.5
O -7.5179 6.4915 15.0875 -0.2 0.2 -0.2
C -7.6537 5.3334 14.2466 0.2 -0.3 0.4
C -6.3189 4.9076 13.6861 0.3 -0.2 -0.3
C -6.7584 7.5767 17.0201 -0.4 -0.2 0.3
H -8.3541 5.5963 13.4600 -0.1 0.1 0.1
H -8.0561 4.5287 14.8638 -0.1 0.0 -0.2
H -6.4283 3.9970 13.0908 -0.1 0.0 0.0
H -5.6148 4.6786 14.4851 0.0 0.0 0.0
H -5.8695 5.6572 13.0337 -0.1 0.1 0.1
H -6.5160 7.3460 18.0529 0.2 0.1 0.0
H -7.6280 8.2327 16.9902 0.0 0.0 -0.1
H -5.9459 8.0774 16.4991 0.1 0.0 0.1
O -2.9067 -1.6282 20.3890 -0.1 -0.1 0.1
C -2.2690 -2.5319 19.9130 0.5 0.2 -0.3
O -1.0100 -2.8156 20.2926 -0.6 -0.1 0.2
C -0.4757 -1.9487 21.2947 1.9 0.9 0.0
C 0.8264 -2.5646 21.7803 -0.6 -1.8 0.0
C -2.7198 -3.3952 18.7689 -0.6 0.1 0.3
H -1.1363 -1.7328 22.1225 -0.4 -0.2 -0.1
H -0.1858 -0.9992 20.8271 -0.6 0.0 -0.1
H 1.5045 -1.8910 22.2888 -0.1 0.2 0.0
H 1.3196 -3.0867 20.9563 0.2 0.5 -0.2
H 0.5770 -3.4064 22.4396 0.1 0.4 0.3
H -2.5158 -4.4435 18.9686 0.2 0.0 -0.2
H -2.2446 -3.0562 17.8503 0.2 -0.2 0.0
H -3.7922 -3.2461 18.6526 0.0 -0.1 0.0
O -7.7549 2.5764 24.7257 -0.2 0.0 -0.2
C -8.7553 2.6944 24.0577 -0.1 0.1 0.2
O -9.5349 1.6732 23.6785 0.3 0.2 0.0
C -9.1941 0.3641 24.1442 -1.6 -0.3 0.6
C -8.5525 -0.4470 23.0694 1.2 -0.2 -0.1
C -9.3612 4.0007 23.6291 0.6 0.2 0.1
H -10.1768 -0.0158 24.4504 0.1 -0.3 -0.3
H -8.6325 0.3985 25.0763 0.4 0.2 -0.3
H -8.4703 -1.4949 23.3658 -0.1 0.0 0.1
H -7.5363 -0.0616 22.9355 0.0 -0.1 -0.2
H -9.0304 -0.4061 22.0923 -0.3 0.2 0.1
H -10.1442 4.2677 24.3381 -0.1 0.0 0.0
H -9.7684 3.9770 22.6272 -0.2 -0.2 0.0
H -8.5787 4.7564 23.6616 -0.1 0.1 0.1
O -10.0291 6.3646 21.3628 0.3 -0.1 -0.2
C -9.2609 5.9487 20.5259 -0.7 0.0 0.2
O -8.3503 6.7272 19.9115 -0.2 -0.1 0.0
C -8.2596 8.0726 20.3940 0.4 0.6 -0.1
C -9.4457 8.9772 20.0983 0.2 -0.2 -0.5
C -9.1557 4.5081 20.1056 0.2 0.3 0.5
H -7.4031 8.4869 19.8579 0.0 -0.1 0.0
H -7.9728 8.0783 21.4471 -0.3 -0.2 0.1
H -9.4661 9.1956 19.0262 0.0 0.0 0.0
H -9.2738 9.9172 20.6207 -0.2 0.0 0.1
H -10.4071 8.5472 20.3565 0.0 0.0 0.3
H -9.1972 4.3656 19.0312 0.3 0.2 -0.1
H -9.9322 3.9138 20.5777 -0.1 0.1 0.0
H -8.1874 4.2088 20.5198 0.0 -0.4 -0.4
O -6.8983 1.5606 20.9686 -0.6 0.0 0.0
C -6.5910 0.7215 20.1558 1.2 0.6 0.5
O -6.8494 0.8452 18.8487 0.1 0.1 -0.1
C -7.4705 2.0805 18.4783 -0.8 0.3 -0.2
C -7.6480 2.0926 16.9832 -0.6 -0.5 -0.4
C -5.6341 -0.3824 20.4667 -0.2 -0.3 -0.1
H -6.9427 2.9764 18.8116 0.5 -0.4 0.1
H -8.4319 2.1403 18.9937 0.0 -0.1 -0.1
H -8.3249 2.9007 16.7011 0.4 0.3 0.0
H -8.1579 1.1906 16.6261 0.1 -0.1 0.3
H -6.7087 2.1582 16.4380 0.0 0.3 0.1
H -5.5979 -1.1368 19.6856 0.0 0.0 0.0
H -5.8168 -0.8221 21.4424 -0.2 0.0 0.0
H -4.6515 0.0744 20.5619 0.0 0.0 -0.1
O -13.9290 2.0754 22.2544 -0.2 -0.2 -0.4
C -13.2325 2.8330 21.6276 0.2 0.4 1.3
O -12.1264 2.4419 20.9773 0.2 -0.1 -0.4
C -11.9669 1.0155 20.7820 -1.2 0.4 -0.5
C -11.0730 0.8192 19.5871 0.3 -0.4 0.0
C -13.3799 4.3373 21.6677 0.6 -0.6 -0.9
H -12.9539 0.6276 20.5155 0.0 0.0 0.2
H -11.6932 0.5186 21.7095 0.4 0.1 0.0
H -11.3403 1.4982 18.7773 0.0 0.2 0.2
H -11.2554 -0.1798 19.1851 0.3 -0.1 0.1
H -10.0155 0.9301 19.8264 0.0 0.0 -0.1
H -14.3970 4.5782 21.9410 0.0 0.2 0.2
H -13.1020 4.7427 20.6921 -0.2 0.1 0.1
H -12.6264 4.7060 22.3640 -0.2 0.1 0.2
O -2.4235 3.9162 21.8669 0.0 -0.1 0.2
C -1.6897 3.9717 20.9172 0.0 0.2 0.0
O -1.7332 3.1190 19.8854 0.3 -0.2 -0.1
C -2.3964 1.8642 20.1023 -0.5 -0.5 0.2
C -2.5120 1.1588 18.7689 0.2 0.8 -0.5
C -0.6303 5.0265 20.7205 -0.7 0.1 -0.4
H -3.3785 1.9992 20.5611 0.1 0.3 -0.1
H -1.8213 1.2901 20.8338 0.0 0.0 -0.1
H -3.2270 0.3436 18.7969 0.2 -0.2 0.1
H -1.5415 0.8369 18.3849 0.0 -0.3 0.2
H -2.8661 1.8785 18.0213 -0.2 0.0 0.1
H 0.2768 4.5811 20.3241 0.2 0.1 0.2
H -0.5246 5.5787 21.6470 0.3 -0.1 0.1
H -1.0019 5.7291 19.9682 0.1 -0.1 0.0
```
Positions in Å, forces in eV/Å.

Summary:
Energy relative to the best compared isomer or geometry (same formula, charge and spin) = 0.0 kcal/mol
SMILES string = CCOC(C)=O.CCOC(C)=O.CCOC(C)=O.CCOC(C)=O.CCOC(C)=O.CCOC(C)=O.CCOC(C)=O.CCOC(C)=O.CC(C)=O.CC(C)=O
Energy = -77496.0391 eV
Frontier orbital gap = 9.54 eV

---

C2H2ClN as an isolated structure at a distorted geometry, computed with wB97M-V/def2-TZVPD.

Structure (XYZ):
```
6
Properties=species:S:1:pos:R:3:forces:R:3
C 0.5882 0.0260 0.0547 3.5 -1.5 0.0
C -0.4869 0.8279 0.6901 1.4 -5.0 -2.4
N 1.3936 -0.7735 -0.3075 -2.9 3.3 1.2
Cl -1.7653 -0.4249 -0.1666 -2.4 1.1 -2.5
H -1.0018 0.0888 1.2209 1.2 0.0 4.3
H -0.3603 1.7732 1.1022 -0.7 2.1 -0.5
```
Positions in Å, forces in eV/Å.

Summary:
Energy relative to the best compared isomer or geometry (same formula, charge and spin) = 72.1 kcal/mol
Energy = -16114.9562 eV
Frontier orbital gap = 9.58 eV

---

C34H21AsCl5NNdO2PS4 as an isolated structure at a distorted geometry, computed with wB97M-V/def2-TZVPD.

Structure (XYZ):
```
70
Properties=species:S:1:pos:R:3:forces:R:3
Nd 4.4548 5.7418 20.6567 1.2 -0.3 -0.6
S 9.7150 5.5464 21.3844 -0.6 0.0 -0.1
As 7.6279 5.5271 20.9730 -0.1 -0.2 -0.4
S 6.2752 5.7374 22.7096 0.1 0.0 0.4
S 6.7778 7.1220 19.7069 -0.1 0.3 -0.2
S 6.7621 3.8168 19.9037 -0.1 0.1 0.4
O 1.4612 9.0149 21.0922 -0.2 -0.6 -0.1
C 1.6869 7.8709 20.6946 -0.3 0.8 -0.3
O 2.8271 7.2912 20.7357 -0.8 0.0 0.0
C 0.5068 7.1226 19.9906 -0.3 0.9 0.2
C -0.7204 7.8156 19.7212 0.8 0.4 0.6
C -1.7151 7.1495 19.0712 -0.8 1.0 0.1
C -1.5411 5.7801 18.7442 -1.3 0.3 -1.1
C -2.5449 5.0181 18.0626 2.5 -1.4 0.9
C -2.2333 3.6874 17.7849 -1.2 1.7 -0.2
C -0.9768 3.1224 18.0863 -0.2 -0.2 -0.5
C -0.0104 3.8754 18.6833 0.7 -0.6 0.3
C -0.2988 5.2005 19.0146 -0.4 0.5 0.4
N 0.6625 5.9047 19.6301 1.8 -0.8 0.3
H -0.7245 8.8415 20.1102 -0.4 -0.4 -0.5
H -2.6616 7.6950 18.7968 1.0 -0.8 0.3
H -3.4945 5.4125 17.8174 -0.8 0.5 -0.2
H -3.0617 3.2005 17.2752 0.5 -0.7 0.0
H -0.7694 2.1273 17.7287 0.1 -0.3 0.2
H 1.0155 3.5457 18.9631 -0.9 0.0 -0.4
Cl 3.8777 2.6172 17.8887 0.1 0.2 0.4
C 3.4090 2.3765 19.5657 -0.5 -0.6 0.2
C 3.3565 3.4220 20.4606 0.4 0.1 0.2
C 2.9036 3.1105 21.7340 -0.5 -0.7 -1.2
Cl 2.8549 4.4634 22.8491 -0.3 -0.2 0.5
C 2.3543 1.8541 22.0693 0.5 1.8 0.9
Cl 1.6538 1.6819 23.6303 -0.2 -0.3 0.3
C 2.3973 0.8335 21.1573 -0.2 -0.4 0.3
Cl 1.6941 -0.7188 21.6054 0.4 0.6 -0.4
C 2.9741 1.0994 19.9207 -0.2 -0.4 -0.5
Cl 3.0179 -0.2051 18.8020 0.1 -0.4 -0.4
C 6.3220 4.0194 14.3725 -0.2 0.3 0.4
C 5.2671 4.7745 13.9047 -0.3 -0.1 -0.8
C 4.5573 5.5205 14.7947 -0.9 0.2 0.3
C 4.8666 5.5646 16.1485 -0.1 0.4 0.4
C 5.9809 4.8917 16.6081 0.0 -1.2 -1.9
C 6.6985 4.0670 15.6973 -1.3 1.3 0.2
P 3.8281 6.4602 17.3956 -0.1 -1.4 -0.4
C 2.1805 6.3920 16.5529 -0.2 -0.2 0.2
C 1.6505 5.1521 16.1464 0.6 -0.6 0.2
C 0.4018 5.0470 15.5631 -0.8 1.1 0.0
C -0.4115 6.1897 15.4648 0.5 0.4 0.2
C 0.0933 7.4200 15.8999 0.3 -0.5 0.5
C 1.3762 7.5264 16.4355 -0.1 -0.6 -0.4
C 4.2780 8.1495 17.0731 0.1 0.8 -0.2
C 4.7087 8.6124 15.8202 0.2 1.0 1.4
C 5.1730 9.9315 15.7473 0.2 -1.1 -2.2
C 5.1220 10.7675 16.8118 0.1 0.8 1.0
C 4.6054 10.3279 18.0126 -0.1 -0.2 0.6
C 4.2125 9.0203 18.1743 0.0 -0.6 -0.5
H 6.7428 3.3156 13.7197 0.9 -0.8 -0.8
H 4.8886 4.7170 12.8745 0.4 -0.1 0.4
H 3.6389 5.9491 14.4489 -0.3 0.5 -0.1
H 6.1485 4.8211 17.6403 0.7 0.1 1.4
H 7.4513 3.4083 16.0159 1.0 -0.6 0.7
H 2.2196 4.2212 16.3417 -0.2 0.7 -0.3
H -0.0376 4.1152 15.2416 0.3 -0.3 0.1
H -1.4408 6.1089 15.1264 0.2 0.0 -0.1
H -0.4747 8.3265 15.9875 -0.6 0.1 -0.4
H 1.6996 8.5035 16.7642 0.2 0.0 0.1
H 4.7807 7.9892 14.9554 0.0 -0.4 -0.2
H 5.6196 10.2468 14.7883 -0.3 0.0 0.6
H 5.5564 11.7494 16.7768 0.0 0.4 -0.2
H 4.5732 10.9422 18.8897 0.1 0.5 0.2
H 3.9152 8.6525 19.1614 0.0 0.1 -0.4
```
Positions in Å, forces in eV/Å.

Summary:
Net charge = -2
Expectation value of S² = 3.75
Energy relative to the best compared isomer or geometry (same formula, charge and spin) = 10.3 kcal/mol
Energy = -232548.9257 eV
Multiplicity = 4
Frontier orbital gap (alpha / beta) = 5.58 / 5.59 eV